{"formula": "CHBrClNO", "method": "ωB97M-V/def2-TZVPD", "elements": ["C", "N", "O", "Cl", "Br", "H"], "coordinates": [[0.156648, -0.546411, 0.855681], [0.556344, 0.746082, -0.152695], [-0.382048, 1.132020, -0.798322], [0.992121, -0.654925, 2.223740], [-0.530416, 0.239064, -2.804925], [-0.792650, -0.915830, 0.676522]], "forces_ev_per_a": [[1.61, 5.33, -3.51], [1.79, -3.28, 3.43], [-2.02, -0.47, -0.78], [0.50, -0.47, 0.75], [0.07, 0.16, 0.06], [-1.95, -1.27, 0.05]], "molar_mass_g_mol": 158.38, "e_above_lowest_kcal_mol": 144.2, "orbital_gap_ev": [5.9, 5.9], "smiles": "Cl/C=N/OBr", "energy_ev": -87148.97805}